# 1
Molecular formula: C45H78N7O16P3S2
Method: DFT, the ωB97M-V functional and the def2-TZVPD basis

HOMO level (Eh): -0.282
SMILES: COP(=O)(OC)OC.COP(=O)(OC)OC.COP(=O)(OC)OC.O=S1(=O)CCCC1.O=S1(=O)CCCC1.c1cc[nH]c1.c1cc[nH]c1.c1cc[nH]c1.c1cc[nH]c1.c1cc[nH]c1.c1cc[nH]c1.c1cc[nH]c1
Orbital gap (eV): 7.648
2S+1: 1
Charge: 0

Each line ends with the Mulliken charge.
CARTESIAN COORDINATES (ANGSTROEM)
C -0.11719 0.05156 -5.96343  -0.87
O 0.19584 0.90840 -4.88017  0.49
P 1.34646 2.02913 -5.10677  0.43
O 2.73849 1.57088 -5.05889  -0.62
O 0.91715 2.70959 -6.49107  -0.38
C -0.42416 2.97689 -6.85634  -0.58
O 0.97359 3.18122 -4.09924  -0.36
C 0.60089 2.84411 -2.77317  -0.13
H -1.18146 0.04460 -6.21087  0.27
H 0.05912 -0.99023 -5.67771  0.11
H 0.46891 0.24297 -6.86146  0.49
H -1.20730 2.54067 -6.23996  0.20
H -0.58662 2.56196 -7.85619  0.28
H -0.55266 4.04734 -7.00020  0.30
H -0.46199 2.59340 -2.73003  0.19
H 0.73432 3.62195 -2.02134  0.20
H 1.12977 1.96665 -2.39806  -0.04
C -2.14958 2.91138 4.45694  -0.06
O -3.53969 2.88944 4.74169  -0.37
P -4.56985 2.66217 3.54527  0.72
O -4.64763 3.71239 2.53413  -0.92
O -4.20550 1.21284 2.99620  0.00
C -3.64149 1.07277 1.69169  0.73
O -5.94683 2.47736 4.34006  -0.38
C -6.19027 1.30594 5.08910  -0.64
H -1.60623 2.11159 4.95806  0.29
H -1.76428 3.88781 4.75433  0.36
H -1.89158 2.83969 3.39586  -0.24
H -3.09341 1.96666 1.39113  -0.55
H -4.33974 0.76481 0.91631  0.45
H -2.87006 0.30752 1.82037  -0.42
H -6.64312 0.54521 4.44147  0.24
H -6.94876 1.45838 5.85604  0.34
H -5.31658 0.82755 5.53404  0.22
C 1.05222 -1.33911 -1.95958  0.70
O 0.57779 -0.07616 -1.52020  1.25
P -0.80385 0.06243 -0.75594  -0.51
O -1.30207 1.44324 -0.66835  -0.44
O -1.74130 -0.94037 -1.56552  0.17
C -2.34205 -0.56362 -2.79646  -0.31
O -0.59697 -0.69842 0.60460  0.61
C -0.05736 -0.03591 1.75071  0.36
H 0.79588 -1.44902 -3.01295  -0.11
H 0.70503 -2.14990 -1.31785  -0.14
H 2.14047 -1.42609 -1.92794  -0.71
H -1.66651 -0.92807 -3.57209  -0.06
H -2.45334 0.50920 -2.96171  -0.10
H -3.29485 -1.04969 -2.99110  0.37
H -0.35853 1.01400 1.75582  -0.29
H 1.03455 -0.03249 1.77451  -0.19
H -0.43907 -0.49989 2.65627  -0.32
O 4.31823 -4.62268 3.69507  -0.70
S 4.25689 -3.18003 3.75055  1.18
O 5.30635 -2.33185 3.22627  -0.63
C 2.59072 -2.65780 3.17573  -0.50
C 2.02131 -1.80043 4.30987  1.75
C 2.54283 -2.34857 5.64349  -0.85
C 4.03355 -2.67863 5.47613  -0.83
H 2.07686 -3.62046 3.12604  0.29
H 2.55237 -2.24839 2.17021  0.14
H 2.25926 -0.73778 4.20801  -0.20
H 0.93200 -1.83611 4.28590  -1.26
H 1.91217 -3.22058 5.83319  0.34
H 2.47319 -1.68629 6.50395  0.44
H 4.49213 -3.46756 6.06649  0.45
H 4.64448 -1.77924 5.53625  0.37
O 6.74231 -4.83619 -5.76286  -0.64
S 7.01683 -3.52376 -5.22527  1.11
O 8.32541 -2.95375 -5.30968  -0.65
C 5.79752 -2.30805 -5.87903  -0.75
C 4.92057 -1.94733 -4.68513  -0.27
C 4.91179 -3.06324 -3.63923  -0.39
C 6.37639 -3.44800 -3.50290  -0.81
H 5.25689 -2.74973 -6.71031  0.43
H 6.36606 -1.42904 -6.17193  0.35
H 5.24117 -1.06238 -4.13242  0.22
H 3.89966 -1.74706 -5.01767  0.15
H 4.38187 -3.96051 -3.96949  0.33
H 4.44060 -2.64908 -2.74900  0.12
H 6.63024 -4.37094 -2.98613  0.52
H 6.96780 -2.65214 -3.04272  0.30
C 4.41385 -0.01778 0.78724  0.22
C 5.34653 0.92144 1.30815  -0.98
C 5.86350 1.61406 0.24979  -0.47
N 5.33996 1.10422 -0.89656  0.14
C 4.49926 0.06367 -0.58749  -1.01
H 3.83806 -0.78665 1.27147  0.58
H 5.67746 1.00831 2.33005  0.45
H 6.53409 2.44770 0.11023  0.47
H 5.58341 1.40326 -1.82271  0.19
H 3.99536 -0.50919 -1.34593  0.36
C -0.70496 5.56055 0.34813  -0.35
C -1.10305 6.83864 0.77733  -0.92
C -2.34314 6.72343 1.32146  -0.79
N -2.73043 5.40497 1.28253  0.39
C -1.72949 4.68776 0.65219  -1.04
H 0.27187 5.42938 -0.09052  0.38
H -0.52042 7.74235 0.87079  0.37
H -2.96383 7.43345 1.84520  0.46
H -3.53839 5.00342 1.75043  0.37
H -1.81020 3.63029 0.45677  1.18
C 0.72811 3.41833 2.62388  0.22
C 1.38750 2.89551 3.74998  -1.62
C 2.49176 2.22042 3.24653  -0.42
N 2.52645 2.37764 1.89586  0.16
C 1.46068 3.12710 1.49373  -0.98
H -0.14305 4.05607 2.65361  0.83
H 1.05152 2.98113 4.76909  0.47
H 3.26026 1.67334 3.76971  0.63
H 3.16344 1.91133 1.26564  0.32
H 1.24412 3.43489 0.48569  0.25
C -3.15890 -1.54751 5.55503  -0.82
C -1.93685 -1.82348 4.90397  -0.69
C -2.23502 -2.28046 3.62312  0.46
N -3.59619 -2.28875 3.53673  0.32
C -4.17699 -1.85023 4.69140  -0.97
H -3.30873 -1.25560 6.58245  0.44
H -0.95044 -1.65882 5.30740  0.55
H -1.61957 -2.54252 2.77820  0.03
H -4.11206 -2.72245 2.79037  0.35
H -5.22549 -1.79470 4.92548  0.53
C -2.16800 -3.65653 -4.42181  -0.56
C -2.89658 -4.22288 -3.32818  -0.41
C -1.97003 -4.75468 -2.46259  -0.86
N -0.74931 -4.61700 -3.01653  0.05
C -0.82384 -3.83642 -4.13289  -0.69
H -2.62767 -3.29805 -5.32791  0.51
H -3.96972 -4.29455 -3.27706  0.48
H -2.05413 -5.32858 -1.55398  0.65
H 0.13271 -4.78507 -2.56394  0.30
H 0.07204 -3.54913 -4.65839  0.58
C -2.73632 -4.22465 1.49514  -1.80
C -1.71953 -3.61291 0.75344  0.71
C -0.53847 -3.71328 1.45030  -1.33
N -0.84294 -4.35148 2.64188  0.05
C -2.17919 -4.63564 2.68627  -0.48
H -3.73842 -4.42727 1.15335  0.64
H -1.83153 -3.05802 -0.16654  0.74
H 0.44434 -3.29875 1.30451  0.57
H -0.22020 -4.44042 3.42304  0.29
H -2.57486 -5.12212 3.56198  0.40
C -4.09130 2.41669 -1.62481  1.50
C -4.57466 2.43415 -2.94414  -1.47
C -5.34648 3.57215 -3.06827  -0.56
N -5.33426 4.22208 -1.87428  0.08
C -4.56895 3.53100 -0.96748  -1.14
H -3.53006 1.63258 -1.14050  0.05
H -4.36189 1.65655 -3.65886  0.45
H -5.94377 3.96588 -3.87436  0.42
H -5.79760 5.08343 -1.65773  0.19
H -4.43535 3.90120 0.03050  0.51

=====

# 2
Molecular formula: C19H73N36O21Ti
Method: DFT, the ωB97M-V functional and the def2-TZVPD basis

HOMO level (spin up / spin down) (Eh): -0.143 / -0.286
Orbital gap (spin up / spin down) (eV): 2.792 / 6.651
2S+1: 4
Charge: 0

Each line ends with the Mulliken spin population.
CARTESIAN COORDINATES (ANGSTROEM)
Ti -12.07005 -8.98273 -17.38579  2.45
O -13.79112 -5.10191 -17.82376  0.03
C -13.01288 -6.16818 -17.72259  -0.01
O -12.60710 -6.76071 -18.80051  0.00
O -13.07789 -6.74934 -16.66286  -0.03
H -13.84230 -4.95630 -16.87625  0.00
C -13.35634 1.03503 -14.73419  0.00
O -12.41314 1.36689 -15.43294  0.00
N -14.09163 1.89388 -14.03655  0.00
N -13.71719 -0.21024 -14.62634  0.00
H -14.50200 1.50721 -13.19858  0.00
H -13.58554 2.76158 -14.14180  0.00
H -13.21903 -0.94188 -15.11280  0.00
H -14.48679 -0.45357 -14.01921  0.00
C -12.52807 -9.78632 -22.84598  0.00
O -13.67753 -10.21852 -22.97599  0.00
N -11.48430 -10.34670 -23.33177  0.00
N -12.18857 -8.71372 -22.11849  0.00
H -11.41619 -11.27103 -23.73310  0.00
H -10.65073 -9.78058 -23.40079  0.00
H -11.34620 -8.85140 -21.57852  0.00
H -12.99771 -8.19449 -21.80900  0.00
C -13.45364 -9.00592 -13.36065  -0.04
O -13.98775 -9.76035 -12.59443  0.00
N -12.17943 -8.88997 -13.53321  -0.03
N -14.18510 -8.20186 -14.15455  -0.03
H -11.90958 -8.59232 -14.45986  0.11
H -11.62952 -9.53337 -12.98209  0.00
H -13.60328 -7.73823 -14.83765  0.12
H -15.18933 -8.21379 -14.04734  0.01
C -13.63642 -11.31018 -19.26911  0.02
O -13.18973 -10.24942 -18.88784  -0.05
N -14.33581 -12.09670 -18.49453  0.01
N -13.40849 -11.90093 -20.40408  0.01
H -14.26000 -11.77075 -17.54158  0.01
H -15.05034 -12.77035 -18.73064  0.00
H -12.78583 -11.38188 -21.00656  0.00
H -13.93157 -12.71623 -20.69002  0.00
C -15.25542 -7.18300 -21.11181  0.00
O -16.31039 -7.61558 -21.51985  0.00
N -14.98053 -5.99195 -20.69857  0.00
N -14.47526 -7.97957 -20.48937  0.02
H -14.20952 -5.94937 -20.04755  0.01
H -15.68966 -5.27279 -20.70496  0.00
H -14.76938 -8.92349 -20.28297  0.01
H -13.83715 -7.56501 -19.82525  0.04
C -8.92309 -7.12992 -22.18651  0.00
O -9.33854 -8.24521 -22.50202  0.00
N -8.59240 -6.19289 -22.96259  0.00
N -8.84867 -6.69675 -20.94776  0.01
H -9.06213 -6.19383 -23.85671  0.00
H -8.24145 -5.33290 -22.56592  0.00
H -8.53348 -5.74165 -20.85525  0.00
H -9.05464 -7.30561 -20.16868  0.00
C -11.68408 -2.69916 -16.43789  0.00
O -12.81626 -2.97063 -16.19938  0.00
N -11.20952 -1.44074 -16.31016  0.00
N -10.92075 -3.46808 -17.12276  0.00
H -11.65270 -0.65482 -15.85627  0.00
H -10.45307 -1.10950 -16.89168  0.00
H -10.06947 -3.00247 -17.40318  0.00
H -11.36744 -4.30786 -17.46239  0.00
C -9.31399 -9.67620 -19.50161  0.05
O -10.46658 -9.29809 -19.05111  0.08
N -9.07845 -10.70669 -20.22462  0.00
N -8.24457 -9.04573 -19.26609  0.00
H -9.77706 -11.38161 -20.50127  0.00
H -8.13809 -11.01561 -20.42558  0.00
H -7.36597 -9.48511 -19.50085  0.00
H -8.20900 -8.20749 -18.70379  0.00
C -16.34870 -1.85147 -16.68873  0.00
O -17.41718 -1.30067 -16.82198  0.00
N -16.22756 -2.85791 -15.92228  0.00
N -15.25781 -1.53767 -17.43568  0.00
H -15.45915 -3.51267 -15.89173  0.00
H -17.01311 -3.13879 -15.35296  0.00
H -15.54633 -0.85660 -18.12343  0.00
H -14.60918 -2.27457 -17.67310  0.00
C -11.81027 -11.37666 -16.03583  -0.01
O -12.83234 -10.72874 -15.87251  0.04
N -10.91212 -11.37314 -17.01397  0.10
N -11.30164 -12.07112 -15.17031  0.00
H -10.06409 -11.90051 -16.86286  -0.01
H -11.05017 -11.04112 -17.95779  0.01
H -11.85431 -12.28336 -14.35201  0.01
H -10.33243 -12.33261 -15.28147  0.00
C -16.62089 -5.77718 -14.11314  0.00
O -15.74366 -5.26086 -14.80382  0.00
N -16.68112 -5.59098 -12.82123  0.00
N -17.66133 -6.48243 -14.47496  0.00
H -17.60855 -5.79937 -12.47985  0.00
H -15.95141 -5.06771 -12.35883  0.00
H -18.35931 -6.79260 -13.81411  0.00
H -17.77047 -6.66497 -15.46232  0.00
C -12.44584 -4.56668 -12.75525  0.00
O -11.43958 -4.42066 -12.13126  0.00
N -12.74396 -5.72677 -13.17028  0.00
N -13.17130 -3.72189 -13.26948  0.00
H -13.48861 -5.90053 -13.83013  0.01
H -12.29726 -6.51490 -12.72373  0.00
H -13.00654 -2.74534 -13.07122  0.00
H -13.99145 -4.09186 -13.72838  0.00
C -9.68656 -6.96645 -16.45685  0.02
O -10.16699 -8.06969 -16.32485  -0.02
N -9.61399 -6.40160 -17.58094  0.03
N -9.14102 -6.32565 -15.49514  0.00
H -8.92004 -5.67246 -17.66398  0.00
H -10.23368 -6.80837 -18.26695  0.00
H -9.40887 -6.60727 -14.56291  0.00
H -9.24961 -5.32525 -15.58178  0.00
C -12.15796 -4.27029 -22.01772  0.00
O -13.29646 -3.98495 -22.07077  0.00
N -11.66648 -4.73700 -20.93417  0.00
N -11.32033 -4.07556 -22.98052  0.00
H -10.68942 -4.98993 -20.97284  0.00
H -12.26532 -5.22966 -20.28704  0.01
H -11.54745 -3.52701 -23.79759  0.00
H -10.43787 -4.56222 -22.91327  0.00
C -17.06318 -2.94752 -21.11398  0.00
O -17.18754 -4.13118 -20.96037  0.00
N -15.93320 -2.45699 -21.50168  0.00
N -17.88638 -2.01426 -21.03605  0.00
H -15.17096 -2.95305 -21.94102  0.00
H -15.69636 -1.57532 -21.06963  0.00
H -18.70974 -2.23598 -20.49474  0.00
H -17.55148 -1.09148 -21.27357  0.00
C -16.32404 -9.67490 -16.93387  0.03
O -17.05777 -9.97757 -17.84468  0.00
N -15.72721 -8.54261 -16.71820  0.01
N -15.96206 -10.53366 -16.00905  0.00
H -15.69686 -7.87590 -17.47628  0.02
H -15.23136 -8.34487 -15.86081  -0.04
H -15.05532 -10.29889 -15.63115  0.02
H -16.52486 -11.36893 -16.08449  0.00
C -11.57518 -0.85157 -20.23674  0.00
O -11.51400 0.33574 -19.91720  0.00
N -10.73073 -1.48248 -20.97586  0.00
N -12.58474 -1.61644 -19.87937  0.00
H -9.81891 -1.12264 -21.21916  0.00
H -10.97914 -2.43863 -20.76569  0.00
H -13.27332 -1.12824 -19.32475  0.00
H -12.66835 -2.59597 -20.11095  0.00
C -17.83408 -6.18093 -18.05528  0.00
O -18.45223 -6.77275 -17.18534  0.00
N -16.88870 -5.38830 -17.77065  0.00
N -18.24861 -6.05467 -19.31294  0.00
H -16.63771 -5.26538 -16.80008  0.00
H -16.27990 -4.96421 -18.45593  0.00
H -18.99938 -6.69616 -19.52492  0.00
H -17.67682 -5.49918 -19.93309  0.00

=====

# 3
Molecular formula: C50H46Cl5InN4O2Sb2Se
Method: DFT, the ωB97M-V functional and the def2-TZVPD basis

HOMO level (Eh): -0.269
Orbital gap (eV): 7.548
2S+1: 1
Charge: 0

Each line ends with the natural charge from an NBO analysis.
CARTESIAN COORDINATES (ANGSTROEM)
In -1.95286 0.65708 0.78860  1.63
C -1.80655 -3.50693 2.24027  -0.68
C -2.38103 -2.26049 1.60248  0.49
O -1.51468 -1.40785 1.13682  -0.82
C -3.75193 -2.15602 1.54638  -0.48
C -4.54292 -1.08357 1.03983  0.34
C -6.03625 -1.23853 1.01458  -0.67
N -4.02105 0.02540 0.59825  -0.48
N -4.90041 0.97143 0.06738  -0.43
C -4.35612 2.14745 -0.03406  0.55
O -3.17052 2.46360 0.39183  -0.85
C -5.14636 3.21306 -0.72028  -0.03
C -4.49608 4.36823 -1.14856  -0.22
C -5.20250 5.37471 -1.79730  -0.21
C -6.56594 5.23293 -2.01810  -0.21
C -7.21590 4.07663 -1.60131  -0.22
C -6.51084 3.07024 -0.95777  -0.19
H -2.06444 -3.52757 3.30241  0.23
H -0.72550 -3.52407 2.15074  0.23
H -2.22810 -4.40117 1.77593  0.22
H -4.30386 -2.99590 1.94425  0.21
H -6.33335 -2.20600 1.41248  0.21
H -6.39427 -1.13143 -0.00971  0.25
H -6.50257 -0.44154 1.59366  0.24
H -3.42773 4.45731 -0.98682  0.22
H -4.68562 6.26623 -2.13460  0.21
H -7.11852 6.01876 -2.51732  0.21
H -8.27702 3.95915 -1.78230  0.21
H -7.00538 2.16304 -0.63265  0.23
Cl -2.41509 0.92505 -2.26358  0.07
C -1.12167 1.96722 -1.77736  0.04
C -0.52174 1.71125 -0.54290  -0.52
C 0.61247 2.44059 -0.23074  0.02
Cl 1.53795 1.97523 1.16595  0.01
C 1.10867 3.43303 -1.07419  -0.13
Cl 2.51813 4.32422 -0.63619  0.04
C 0.45430 3.70315 -2.27456  -0.07
Cl 1.05043 4.92737 -3.32618  0.06
C -0.66316 2.95336 -2.63988  -0.13
Cl -1.45684 3.24758 -4.13354  0.07
C 0.49630 -2.65820 -2.45093  -0.76
C 1.13590 -3.75763 -1.57875  -0.42
C 0.80028 -3.69356 -0.07466  -0.77
Sb 1.79794 -2.08252 0.97341  1.12
C 3.71249 -3.06794 1.11283  -0.38
C 4.07350 -4.21941 0.41574  -0.24
C 5.36711 -4.72952 0.50347  -0.21
C 6.31604 -4.09894 1.29813  -0.22
C 5.96616 -2.95706 2.01150  -0.23
C 4.67840 -2.44639 1.91203  -0.17
C 1.31174 -2.54080 3.01936  -0.28
C 1.71431 -3.69863 3.68295  -0.25
C 1.36753 -3.90215 5.01481  -0.22
C 0.61857 -2.95002 5.69918  -0.20
C 0.21817 -1.78599 5.05135  -0.23
C 0.57149 -1.58385 3.72057  -0.27
Sb 1.34534 -0.68024 -2.16000  1.07
C 1.06594 -0.01828 -4.19300  -0.28
C -0.02272 -0.41714 -4.96845  -0.26
C -0.24512 0.14382 -6.22308  -0.22
C 0.61109 1.12193 -6.71046  -0.21
C 1.69076 1.54239 -5.94090  -0.21
C 1.91302 0.97834 -4.69084  -0.27
C 3.38535 -1.30344 -2.41687  -0.36
C 4.33201 -0.89323 -1.47679  -0.24
C 5.65953 -1.30239 -1.57750  -0.20
C 6.05116 -2.12290 -2.62708  -0.23
C 5.11940 -2.52825 -3.57886  -0.16
C 3.79546 -2.11943 -3.47442  -0.25
H -0.57505 -2.58269 -2.24291  0.22
H 0.61921 -2.90458 -3.50686  0.22
H 2.21800 -3.73166 -1.72811  0.21
H 0.79507 -4.72783 -1.95558  0.21
H 1.08172 -4.62300 0.42415  0.22
H -0.27402 -3.54729 0.05915  0.23
H 3.35242 -4.73837 -0.20630  0.21
H 5.63409 -5.61922 -0.05567  0.21
H 7.32142 -4.49691 1.36370  0.21
H 6.69963 -2.46091 2.63809  0.21
H 4.41684 -1.54939 2.46973  0.20
H 2.30351 -4.44553 3.16063  0.22
H 1.68202 -4.80734 5.52264  0.21
H 0.35044 -3.11660 6.73618  0.21
H -0.37498 -1.03966 5.57031  0.22
H 0.23856 -0.68387 3.21104  0.22
H -0.70651 -1.17562 -4.59816  0.21
H -1.09552 -0.17553 -6.81553  0.21
H 0.43116 1.56443 -7.68253  0.21
H 2.35437 2.31623 -6.31096  0.21
H 2.76396 1.30771 -4.09775  0.21
H 4.03295 -0.24966 -0.65591  0.22
H 6.38328 -0.98900 -0.83332  0.21
H 7.08363 -2.44326 -2.70585  0.21
H 5.42735 -3.16441 -4.40101  0.20
H 3.07661 -2.43483 -4.22441  0.21
C 1.09258 2.42916 4.45251  -0.41
N 0.33891 3.40598 3.67019  -0.34
C 0.76711 4.68336 3.36827  -0.06
C -0.25931 5.30342 2.75350  -0.06
N -1.30201 4.39774 2.68706  -0.33
C -2.65993 4.71591 2.23026  -0.43
C -0.92481 3.23403 3.24091  0.28
Se -1.90565 1.64927 3.40164  -0.20
H 2.11596 2.78310 4.55018  0.22
H 1.08464 1.46245 3.95723  0.24
H 0.64454 2.31609 5.43718  0.22
H 1.76183 5.02996 3.59701  0.24
H -0.33329 6.29920 2.34881  0.24
H -2.66849 5.74386 1.87721  0.21
H -3.35655 4.60321 3.05853  0.22
H -2.94802 4.04125 1.43005  0.30